{"formula": "C38H105N5O12", "method": "wB97M-V/def2-TZVPD", "species": ["C", "O", "C", "C", "C", "N", "H", "H", "H", "H", "H", "H", "H", "H", "H", "H", "H", "C", "O", "C", "C", "C", "N", "H", "H", "H", "H", "H", "H", "H", "H", "H", "H", "H", "C", "O", "C", "C", "C", "N", "H", "H", "H", "H", "H", "H", "H", "H", "H", "H", "H", "C", "O", "C", "C", "C", "N", "H", "H", "H", "H", "H", "H", "H", "H", "H", "H", "H", "C", "O", "C", "C", "C", "N", "H", "H", "H", "H", "H", "H", "H", "H", "H", "H", "H", "C", "C", "C", "O", "H", "H", "H", "H", "H", "H", "H", "H", "C", "C", "C", "O", "H", "H", "H", "H", "H", "H", "H", "H", "C", "C", "C", "O", "H", "H", "H", "H", "H", "H", "H", "H", "C", "C", "C", "O", "H", "H", "H", "H", "H", "H", "H", "H", "C", "C", "O", "H", "H", "H", "H", "H", "H", "C", "C", "O", "H", "H", "H", "H", "H", "H", "C", "C", "O", "H", "H", "H", "H", "H", "H"], "xyz": [[3.595567, -29.957203, -0.999258], [4.746363, -29.543185, -1.767084], [5.832055, -29.206848, -0.905579], [7.028992, -28.836438, -1.818593], [7.860094, -30.083920, -2.146452], [7.691604, -27.709603, -1.237691], [3.768709, -30.922299, -0.555332], [2.674709, -30.061117, -1.586980], [3.368767, -29.287470, -0.201150], [5.452869, -28.312674, -0.357406], [6.140722, -30.003795, -0.199343], [6.557049, -28.584720, -2.731492], [7.246516, -30.952323, -2.543317], [8.368663, -30.456631, -1.228498], [8.592114, -29.922803, -2.940924], [8.497435, -27.302249, -1.710248], [7.955010, -27.783615, -0.261209], [5.289350, -24.337546, 0.375922], [4.490828, -24.376562, -0.809549], [5.330593, -24.514158, -1.874316], [4.568614, -24.892356, -3.092233], [3.575555, -26.004870, -2.926298], [5.505984, -25.074505, -4.240559], [5.825920, -25.242432, 0.437074], [4.592687, -24.184987, 1.119569], [5.921311, -23.445196, 0.371608], [5.889051, -23.607966, -2.178787], [6.045965, -25.288872, -1.640500], [4.012828, -23.920960, -3.376970], [4.076355, -26.971856, -2.612902], [3.107732, -26.226287, -3.889394], [2.766184, -25.791026, -2.231819], [4.991620, -24.893365, -5.107536], [5.688637, -26.074600, -4.295297], [10.332200, -28.351362, 4.132259], [10.444277, -27.003494, 4.555130], [11.084938, -26.213669, 3.564049], [11.109647, -24.795390, 4.204488], [11.787944, -23.785133, 3.333201], [11.643602, -24.934506, 5.614402], [9.340454, -28.702844, 4.411737], [11.053763, -28.978080, 4.686899], [10.498807, -28.558706, 3.063172], [12.088503, -26.581796, 3.252066], [10.497999, -26.225083, 2.612803], [10.066534, -24.446362, 4.341001], [12.599641, -24.196182, 2.706477], [12.123627, -23.064230, 4.085970], [11.066625, -23.388762, 2.624678], [12.575011, -25.266921, 5.562704], [11.151990, -25.700559, 5.992639], [11.337503, -21.957696, -2.257649], [10.521337, -23.064901, -2.662579], [9.602371, -23.472030, -1.585234], [9.599956, -25.011736, -1.501069], [10.990642, -25.391499, -0.998970], [9.358997, -25.678266, -2.785773], [10.635893, -21.109567, -2.312657], [12.166796, -21.964317, -2.982769], [11.714126, -22.105831, -1.241470], [9.955315, -22.968077, -0.732945], [8.587050, -23.089354, -1.742178], [8.808586, -25.340339, -0.801983], [11.173569, -24.888030, -0.016922], [11.713688, -25.020507, -1.702373], [11.188560, -26.460070, -0.874239], [9.890520, -25.181571, -3.528852], [8.405542, -25.584325, -3.032856], [15.153814, -19.972367, 2.758080], [13.961863, -20.383290, 3.315824], [13.897001, -19.973457, 4.648285], [12.613750, -20.493187, 5.293678], [11.416187, -19.798073, 4.563835], [12.650291, -20.137873, 6.649621], [15.086597, -20.229492, 1.728955], [15.972739, -20.488284, 3.306788], [15.368312, -18.892938, 2.779593], [14.777117, -20.385620, 5.168124], [13.924495, -18.915275, 4.817938], [12.530069, -21.520672, 5.123306], [10.446874, -20.161491, 4.847055], [11.575742, -19.844757, 3.459133], [11.417157, -18.794533, 4.904100], [13.456807, -20.520769, 7.167228], [11.838710, -20.448593, 7.100051], [11.825220, -22.823792, 9.359781], [10.462648, -22.900195, 8.764542], [9.426814, -22.061793, 9.456428], [10.429304, -22.574810, 7.342473], [12.271461, -21.859363, 9.130630], [12.458806, -23.552248, 8.864967], [11.738167, -22.939347, 10.452440], [10.137637, -23.969806, 8.822454], [9.524720, -20.969483, 9.426933], [9.342199, -22.466918, 10.507820], [8.468565, -22.368217, 9.018986], [10.883996, -23.266348, 6.822999], [4.382322, -20.831854, -1.068829], [5.121653, -19.542000, -0.716700], [4.340852, -18.852526, 0.409826], [6.413506, -19.895178, -0.325281], [3.372917, -20.665435, -1.369647], [4.635955, -21.640339, -0.293098], [4.940887, -21.233432, -1.930193], [5.112179, -18.847416, -1.531403], [3.334108, -18.570497, 0.083640], [4.817593, -17.975729, 0.816406], [4.155919, -19.484891, 1.305976], [6.889612, -19.115356, -0.270089], [7.417988, -22.593297, 5.021004], [7.174609, -23.374933, 3.784718], [7.995174, -22.858680, 2.650342], [7.394867, -24.792578, 4.056045], [8.437855, -22.808346, 5.327447], [6.796078, -22.902635, 5.880517], [7.178183, -21.534356, 4.978783], [6.095594, -23.213965, 3.553690], [7.932023, -21.771514, 2.562979], [7.756394, -23.361391, 1.702512], [9.026227, -23.144944, 2.914364], [6.732188, -25.030394, 4.705766], [2.235858, -22.769961, 4.626475], [2.251111, -23.528041, 3.312456], [2.825739, -22.614410, 2.247263], [2.895197, -24.792107, 3.438194], [1.624240, -21.866332, 4.583304], [3.241564, -22.503111, 5.005451], [1.756257, -23.415455, 5.374051], [1.201382, -23.740393, 2.982056], [2.743250, -23.089950, 1.289395], [3.943749, -22.380978, 2.418534], [2.261725, -21.697763, 2.290064], [2.963464, -25.188155, 2.494952], [4.850392, -27.985495, 2.256985], [6.265201, -28.235653, 2.591432], [7.103535, -27.080467, 2.325244], [4.706678, -27.712354, 1.241082], [4.406344, -27.188881, 2.901131], [4.170874, -28.828382, 2.348158], [6.750885, -29.105968, 2.151852], [6.337828, -28.365563, 3.693571], [7.010737, -26.367726, 2.939631], [3.327787, -25.613168, 7.322720], [4.617054, -25.156513, 6.725027], [4.778077, -25.686914, 5.445524], [3.262624, -26.700626, 7.181790], [2.460412, -25.078480, 6.858903], [3.326571, -25.350365, 8.380284], [5.457923, -25.595289, 7.269374], [4.899998, -24.091329, 6.729171], [4.058706, -25.333005, 4.832542], [0.377424, -27.208442, 0.928529], [0.894558, -25.905545, 0.260882], [2.277305, -25.838510, 0.691094], [1.146569, -27.903798, 0.677359], [-0.575767, -27.573972, 0.562917], [0.319709, -27.043328, 1.994041], [0.370725, -24.994967, 0.520306], [0.887251, -26.227440, -0.760773], [2.805901, -25.628272, -0.090636]], "forces_ev_per_a": [[0.413, -0.323, -0.905], [-1.052, -0.930, 0.548], [-0.172, 1.019, -0.400], [-0.409, -1.256, 0.965], [-0.073, -1.337, 0.269], [0.729, 1.130, 0.368], [0.257, -0.596, 0.267], [0.574, 0.252, -0.451], [0.019, 0.884, 0.670], [0.903, -0.556, -0.094], [-0.490, 0.081, -0.224], [-0.428, 0.854, -1.083], [0.260, 1.090, 0.586], [-0.106, 0.238, -0.585], [0.151, 0.322, 0.256], [-0.264, -0.598, -0.437], [-0.337, -0.359, 0.053], [-0.351, 1.256, -1.660], [-0.532, 0.519, 1.230], [1.193, -0.252, -1.597], [-1.097, 2.284, -1.974], [0.245, -1.652, -0.072], [-0.613, -0.550, 0.302], [0.903, -1.044, 0.500], [-1.164, -0.124, 2.050], [0.355, -0.148, -0.145], [-0.048, -0.011, 0.652], [0.672, -0.519, -0.061], [0.358, -1.388, 0.435], [-0.399, 0.960, -0.131], [-0.035, 0.072, 0.011], [0.075, 0.142, 0.146], [0.219, 0.108, 0.382], [0.354, -0.002, 0.028], [0.057, -0.877, 0.757], [0.401, -0.797, -1.424], [-0.839, 1.104, -0.057], [-0.613, -1.698, 0.409], [0.585, -0.133, 0.343], [-0.416, 1.959, -1.474], [-0.114, -0.033, -0.151], [-0.080, 0.207, -0.163], [-0.153, 0.566, 0.223], [-0.183, 0.136, 0.691], [0.066, 0.134, 0.596], [0.379, -0.539, -0.033], [0.029, 0.200, 0.622], [0.267, 0.468, -0.969], [0.004, 0.424, 0.102], [1.332, -0.155, -0.088], [-0.864, -0.944, 0.640], [-1.007, -0.793, -0.798], [-0.671, -0.713, 1.114], [-0.177, -0.211, -2.161], [0.593, 0.209, 0.241], [-0.063, -0.009, 1.238], [1.346, 0.665, -0.329], [0.972, 0.417, 0.097], [-0.345, 0.584, 0.352], [0.095, 0.148, -0.050], [0.407, 0.130, 1.638], [0.045, 0.026, -0.485], [0.320, 0.212, -0.173], [-0.032, -0.404, -0.647], [0.419, 0.228, -0.325], [-0.384, 0.056, -0.056], [-0.359, -0.511, 0.762], [-1.245, 0.168, -0.360], [1.117, -0.060, 0.256], [-0.886, 0.680, 0.201], [-0.314, -1.433, 0.890], [-0.277, 1.726, -2.126], [1.236, -0.755, -0.395], [1.550, 0.867, 1.585], [0.432, -0.501, -0.908], [0.004, 0.236, -0.651], [-0.378, 0.005, 0.367], [-0.030, -0.061, 0.186], [0.043, 0.975, -0.377], [0.041, -1.855, -0.263], [-0.434, -0.716, 0.048], [-0.313, -0.003, 0.903], [0.156, 1.311, 0.056], [-0.596, 0.166, -0.576], [-1.373, -0.562, 0.889], [0.384, 0.499, 0.000], [-0.683, -0.985, -1.567], [-1.127, -1.167, 1.013], [0.264, 0.161, 0.633], [0.021, 0.310, 0.200], [0.239, -0.350, 0.375], [0.408, -0.209, -0.434], [0.014, 0.642, 0.221], [0.286, -0.378, -0.004], [0.254, 0.867, -0.790], [0.016, 0.517, -0.078], [0.045, -0.011, 0.252], [2.936, -1.168, -0.124], [-2.158, -0.554, 1.610], [-0.582, -0.425, 0.918], [-0.718, -2.218, -0.203], [-0.805, -0.187, 0.280], [-1.158, 1.374, -0.702], [-0.426, 0.007, -0.136], [0.241, 0.301, -0.920], [0.187, 0.107, -0.227], [0.359, 0.558, -0.137], [0.371, -0.115, -0.662], [1.745, 2.260, 0.313], [0.090, -0.132, 1.846], [-2.382, -0.215, 0.087], [1.055, -1.036, -0.237], [0.410, 1.178, -0.944], [0.332, 0.571, 0.243], [0.070, -0.409, -0.410], [0.447, 0.225, -0.547], [0.336, -0.450, -0.222], [-0.100, -0.211, -0.053], [0.005, 0.281, 0.211], [-0.077, 0.373, -0.351], [-0.522, -0.279, 0.394], [-0.140, -0.895, 0.967], [-0.771, 0.560, -0.510], [1.998, -0.263, 0.558], [0.543, -0.437, -1.775], [0.140, -0.055, -0.266], [-0.353, -0.173, -0.396], [0.179, 0.177, 0.090], [0.464, 0.236, 0.457], [-0.098, 0.005, -0.745], [-1.657, -0.293, -0.077], [-0.108, 0.436, -0.300], [-0.353, 0.692, 1.937], [-1.684, 0.510, 0.435], [1.496, 1.257, 2.271], [0.072, -1.732, -1.842], [0.081, 0.687, -0.883], [0.499, -0.443, -0.420], [0.204, -0.522, 0.427], [-0.189, 0.128, -0.400], [-0.134, -0.417, -0.453], [-0.303, 0.731, 1.001], [-0.821, 0.924, 0.152], [1.554, -0.233, 0.220], [-0.783, 0.429, -2.297], [-0.199, 0.385, 0.115], [0.570, -0.674, 0.248], [-0.190, -0.211, 0.153], [-0.105, -0.152, 0.347], [-0.921, 0.124, 0.137], [1.067, -0.506, 0.779], [-0.209, 1.552, 0.114], [0.617, -2.265, 1.033], [-0.244, 0.507, -0.289], [0.381, -0.814, 0.146], [-0.204, 0.178, -0.142], [0.022, -0.306, 0.418], [-0.211, 0.124, -0.256], [-0.145, 0.950, -1.048], [0.300, 0.253, 0.169]], "charge": 0, "smiles": "COC[C@H](C)N.COC[C@H](C)N.COC[C@H](C)N.COC[C@H](C)N.COC[C@H](C)N.CC(C)O.CC(C)O.CC(C)O.CC(C)O.CCO.CCO.CCO", "lumo_ev": 0.6, "gap_ev": 9.254, "homo_energy_ev": -8.652, "de_lowest_kj_mol": 174.9}